Record 1
{"formula": "C5H9N", "method": "ωB97M-V/def2-TZVPD", "elements": ["C", "C", "C", "C", "C", "N", "H", "H", "H", "H", "H", "H", "H", "H", "H"], "coordinates": [[-0.244, 1.471, 0.197], [-0.069, -0.054, 0.170], [-1.080, -0.732, -0.766], [1.362, -0.415, -0.254], [-0.191, -0.582, 1.542], [-0.132, -1.019, 2.612], [-1.254, 1.749, 0.512], [0.469, 1.914, 0.899], [-0.052, 1.884, -0.802], [-2.107, -0.482, -0.485], [-0.960, -1.819, -0.714], [-0.900, -0.412, -1.802], [2.107, 0.052, 0.398], [1.523, -0.058, -1.271], [1.529, -1.497, -0.236]], "de_lowest_kj_mol": 1.4, "gap_ev": 12.18, "homo_energy_ev": -11.43, "e_tot_ha": -250.66642, "total_charge": 0}

---

Record 2
{"formula": "C4H10NO3", "method": "ωB97M-V/def2-TZVPD", "elements": ["C", "N", "C", "O", "O", "C", "C", "H", "H", "H", "H", "H", "H", "H", "H", "H", "H", "O"], "coordinates": [[1.038, 0.825, 0.881], [0.748, 0.463, -0.491], [-0.608, 0.097, -0.863], [-0.770, -0.076, -2.093], [-1.428, -0.036, 0.067], [1.731, -0.266, 1.689], [2.574, 0.379, 2.850], [0.118, 1.084, 1.400], [1.672, 1.716, 0.862], [1.265, 0.962, -1.187], [1.056, -0.935, 2.223], [2.439, -0.863, 1.114], [2.013, 1.281, 3.114], [2.640, -0.248, 3.744], [3.603, 0.598, 2.588], [-2.405, -0.816, -2.501], [-2.992, -1.010, -1.232], [-3.197, -1.285, -2.143]], "de_lowest_kj_mol": 27.5, "gap_ev": 8.38, "homo_energy_ev": -4.78, "e_tot_ha": -438.97476, "total_charge": -1}

---

Record 3
{"formula": "C2H6IN2O2", "method": "ωB97M-V/def2-TZVPD", "elements": ["C", "C", "N", "N", "O", "O", "I", "H", "H", "H", "H", "H", "H"], "coordinates": [[0.025, 0.319, -1.166], [-0.937, -0.041, -0.029], [-0.217, -0.290, -2.344], [-1.007, 0.685, 1.057], [0.976, 1.059, -0.922], [1.059, -0.659, 1.639], [1.873, 1.082, 2.287], [-1.436, -1.004, -0.168], [-0.754, -1.239, -2.481], [0.545, -0.049, -2.939], [-0.186, 1.175, 1.391], [-1.565, 0.353, 1.844], [1.624, -1.391, 1.830]], "de_lowest_kj_mol": 186.9, "gap_ev": 7.68, "homo_energy_ev": -13.57, "e_tot_ha": -637.17237, "total_charge": 1}

---

Record 4
{"formula": "C4H3NO", "method": "ωB97M-V/def2-TZVPD", "elements": ["N", "C", "C", "C", "C", "O", "H", "H", "H"], "coordinates": [[-3.767, 0.327, -0.319], [-2.611, 0.195, 0.142], [-1.268, -0.216, 0.168], [-0.023, -0.544, -0.075], [1.345, -0.428, -0.169], [1.416, 1.108, -0.161], [1.687, -0.850, 0.829], [2.112, -1.050, -1.008], [1.111, 1.458, 0.594]], "de_lowest_kj_mol": 402.1, "gap_ev": 9.60, "homo_energy_ev": -10.04, "e_tot_ha": -284.01994, "total_charge": 0}

---

Please write out number 4 again, unchanged.
{"formula": "C4H3NO", "method": "ωB97M-V/def2-TZVPD", "elements": ["N", "C", "C", "C", "C", "O", "H", "H", "H"], "coordinates": [[-3.767, 0.327, -0.319], [-2.611, 0.195, 0.142], [-1.268, -0.216, 0.168], [-0.023, -0.544, -0.075], [1.345, -0.428, -0.169], [1.416, 1.108, -0.161], [1.687, -0.850, 0.829], [2.112, -1.050, -1.008], [1.111, 1.458, 0.594]], "de_lowest_kj_mol": 402.1, "gap_ev": 9.60, "homo_energy_ev": -10.04, "e_tot_ha": -284.01994, "total_charge": 0}

---

Which formula does entry 3 have?
C2H6IN2O2